# 1
The following is a DFT calculation (wB97M-V/def2-TZVPD) of a molecular structure, C42H49AsBF6GeN8S4Ti.

Atoms and positions in Å:
C 7.84794 8.63866 7.49363
C 19.26500 6.52793 8.68668
C 20.52670 11.25814 13.12207
H 10.60019 6.76595 8.59260
H 13.17024 16.41147 12.42988
H 15.87545 9.37031 14.99976
H 18.49503 7.13604 6.76262
H 21.60187 11.29334 13.12429
H 18.86429 15.40625 8.75828
C 15.71525 11.02024 10.27466
H 19.64712 5.57306 8.32816
C 11.91389 15.68341 10.02841
H 7.07078 8.23470 8.11362
C 10.26406 8.93660 7.08730
C 11.84222 12.59892 11.32176
C 18.58569 7.39039 7.82068
H 14.76014 8.39984 15.93676
H 17.00974 7.60376 12.92083
H 11.42291 15.04807 9.30551
H 15.58948 7.54836 11.84872
C 12.03241 13.99477 13.07861
S 11.97216 11.96532 9.77205
C 18.40769 11.52985 14.20825
H 14.53830 15.09287 9.30669
H 19.13033 8.41362 11.53421
H 8.99389 6.58672 9.25378
B 10.78442 10.49099 12.69770
N 13.65896 8.06712 13.57286
C 19.43615 6.91308 10.01648
H 8.11693 10.84975 11.98175
H 20.08826 14.72113 6.75205
S 14.78007 7.84494 8.71030
N 9.97308 9.93582 11.43379
N 11.83304 9.36636 13.26414
C 18.95440 14.34248 8.51953
H 13.45500 13.69354 9.03336
H 17.37638 9.18878 7.66469
C 19.64486 13.95455 7.37066
H 14.46109 5.72423 14.82455
C 9.26146 8.41736 8.11832
H 15.72119 13.69336 10.96370
C 8.64808 10.26608 11.25318
C 15.56158 8.34531 15.20447
H 12.36740 16.51355 9.49225
C 11.46380 12.86733 13.51947
C 12.52952 7.24229 13.44903
C 11.43552 8.04619 13.42245
H 17.83110 13.69397 10.21257
H 16.64834 11.27952 12.99544
H 7.67474 9.68772 7.35678
C 18.29103 8.96412 9.60729
C 12.98491 14.90554 10.83165
Ti 14.15024 10.36413 9.26783
C 18.38897 13.38023 9.33093
H 17.83320 11.78161 15.09787
H 11.12559 12.61190 14.49722
N 11.35142 11.97478 12.45601
H 10.11483 10.00724 6.88987
H 20.44518 10.94062 11.01512
C 13.80525 15.90151 11.73790
C 8.23998 9.81095 10.05631
H 14.31401 16.62506 11.11290
C 19.79804 11.48654 14.31028
F 15.66706 11.85125 5.18417
F 15.43126 10.32356 7.80800
H 14.75736 5.65260 13.08424
H 7.73438 8.15983 6.51853
N 9.32054 9.18133 9.42192
C 16.01573 8.02025 12.73120
H 10.14946 8.40948 6.15110
H 10.39968 7.77528 13.46195
S 11.90972 8.56801 10.06575
C 18.04823 8.58375 8.28898
C 13.99647 14.29242 9.80713
H 14.56382 15.34927 12.30474
H 16.14744 5.73140 14.22196
F 14.18284 12.67018 7.10866
H 9.24518 6.34608 7.50927
F 12.94908 11.51198 5.15939
Ge 17.61914 10.70172 10.15710
C 19.82136 12.59684 7.11112
C 15.08047 7.64670 13.88038
C 14.32517 6.73637 9.76799
H 10.00581 10.58830 13.60312
H 16.41363 7.82989 15.63203
H 11.17286 16.09717 10.70557
As 14.36709 11.15924 6.07255
C 18.47367 11.03267 11.87996
H 12.33800 14.87278 13.65043
H 7.29097 9.92074 9.59147
H 12.59270 6.16699 13.38743
C 18.95062 8.10913 10.49235
H 20.31266 11.59260 15.27092
C 18.50150 12.02634 9.03462
H 19.43454 10.56355 7.70575
C 19.24533 11.61948 7.91129
H 16.06722 9.10630 12.56762
F 12.84308 10.42849 7.71535
S 14.18852 10.79025 13.39086
C 17.74756 11.30353 13.01290
C 13.23515 9.43857 13.49255
C 9.54733 6.93787 8.38438
H 11.30722 8.80005 7.40563
C 10.39308 9.27456 10.28586
N 14.03485 5.89134 10.52891
C 19.87056 11.06287 11.91886
N 14.92800 13.38066 10.39557
F 14.53173 9.54377 5.37435
N 12.34296 13.83706 11.71726
C 15.12167 6.09761 14.02411
H 19.99174 6.24047 10.68957
H 20.43542 12.30092 6.26051
C 14.91882 12.07795 10.06298

Computed properties:
total energy	-257070.6535	eV
multiplicity	2
HOMO-LUMO gap (spin up / spin down)	5.8 / 5.9	eV
total charge	-2

# 2
The following is a DFT calculation (wB97M-V/def2-TZVPD) of a molecular structure, C42H49Cl3MnNO4.

Atoms and positions in Å:
H 3.97379 0.88435 -3.57742
H -1.10721 -0.71973 -6.39266
H 2.30527 1.88836 6.31732
H -4.21540 0.61869 -1.02109
C 4.38230 0.92815 3.74230
O -1.79949 -0.34797 -1.74750
C 1.88983 0.52113 3.92632
C 3.19701 0.74191 4.68736
H 2.71207 0.47981 1.93777
H 3.71780 -2.84722 -3.63266
C 3.47467 -0.47468 5.58033
Mn -1.72301 -0.14218 0.10615
H -2.40316 -1.70838 3.63394
N 0.63740 0.18219 0.45447
H -1.20138 1.21149 6.56886
C -4.21151 -3.45307 -0.77008
H -4.65217 -1.10168 2.27951
H -3.46209 -0.11224 -3.52788
C 3.78566 0.47743 -4.57105
C 0.68651 0.40170 4.62528
H 3.92978 -1.61889 -6.39293
C 2.12246 1.82766 -0.59682
Cl -1.45110 4.36579 -1.64857
C -4.35563 -1.20103 0.14112
H -1.92637 2.24387 -5.82139
C 3.08530 1.99443 5.56450
H -3.14884 0.89346 3.40314
H 4.40080 -0.33845 6.14481
H 1.30660 -1.82748 0.04692
C 2.96195 -1.45474 -5.91423
C 3.16281 -0.92051 -4.49217
C -2.28829 -1.45926 4.68285
H -3.78801 0.81584 5.06155
C -2.89469 0.98382 4.45482
C -0.54046 -0.15489 -3.76239
C -4.43172 -3.96148 0.50755
H -2.83116 1.46689 -3.08183
C -0.63099 -0.48080 -2.39833
H -2.55619 2.00759 4.63168
C 0.68936 -0.35621 -4.39161
H 4.22801 1.76703 3.06203
C 1.82438 0.39955 2.55120
H 0.75702 -0.11310 -5.44354
H 4.02848 2.18219 6.08201
H -2.35295 -1.46178 -5.38974
H 2.84389 2.86823 4.95871
C -4.55821 -1.76570 1.43218
C 0.85772 1.40870 -0.22731
H -2.45610 0.01843 6.90222
H -0.78117 -0.49901 6.73491
H 1.30715 4.73535 -2.12955
H 2.56620 -1.41876 -1.81435
C -4.33184 0.18526 -0.03690
O -1.76855 0.00736 1.97954
H -4.74200 -3.55458 2.59257
H -1.56655 -2.15671 5.11442
C 2.28208 3.02370 -1.27376
H 5.05721 -1.94930 -4.35879
H 4.73324 0.44804 -5.11421
H 2.41734 -2.39962 -5.90888
C -1.53109 0.19398 6.34978
H -3.24252 -1.59951 5.19926
H -3.63536 1.24314 -4.65044
C 4.14112 -1.85166 -3.77279
C -1.65663 0.45284 -4.62810
C -0.07321 3.38603 -1.20802
H 0.71745 0.47628 5.70341
C 1.18711 3.80750 -1.58738
C -1.14664 1.78131 -5.21120
H -4.05438 -4.13141 -1.59658
C -4.60133 -3.12714 1.60978
C -0.58387 0.11266 2.60084
Cl 3.88856 3.54515 -1.75041
H 2.40735 -0.75546 -6.53876
H -0.88144 2.47557 -4.41216
O -1.47407 1.77603 -0.17168
C 0.51882 -0.91422 -1.71318
O -0.70708 -1.67508 0.23245
C -1.98326 -0.51113 -5.77747
H 4.42473 -1.46584 -2.79463
H 4.56308 0.03829 3.13846
H -4.45606 0.85828 0.80022
H 5.28592 1.12525 4.32308
C -4.17393 -2.09298 -0.95701
C 1.83037 -0.82448 -3.75163
H -2.75459 -0.07895 -6.41882
C -1.79970 -0.01439 4.85831
C -0.54027 0.17596 4.01557
H -3.95724 -1.67648 -1.92970
Cl -4.47977 -5.68237 0.73702
C -0.29345 2.18168 -0.51676
H 2.97998 1.20867 -0.36856
H 3.56673 -1.38029 4.97985
C 0.61960 0.20864 1.88502
H 2.66450 -0.63274 6.29206
C -2.97294 0.77915 -3.91286
C 0.49511 -1.12607 -0.21166
H 3.11698 1.17122 -5.08294
C 1.71162 -1.08425 -2.39078
H -0.26808 1.64793 -5.84232

Computed properties:
total energy	-122921.4767	eV
multiplicity	6
HOMO-LUMO gap (spin up / spin down)	7.2 / 5.7	eV
total charge	-1

The records above give, respectively, max |F| values of 3.77 0.81 eV/A.